Arrangement i

The following is a quantum chemistry calculation of the ion C5H12NO with charge -2, from OMol25.

The molar mass is 102.16 g/mol. The calculation puts the HOMO-LUMO gap (spin up / spin down) at 2.9749 / 6.6831 eV.

The geometry in ORCA input format:
```
! wB97M-V def2-TZVPD RIJCOSX def2/J DEFGRID3
* xyz -2 2
C 0.101 2.105 1.389
N -0.558 0.734 1.307
C 0.114 0.001 0.154
C -0.611 -1.311 -0.082
C 0.330 -2.291 -0.878
O 0.430 -1.860 -2.259
C 0.251 0.860 -1.045
H -0.297 2.839 0.703
H 1.210 2.166 1.355
H -0.222 2.495 2.465
H -1.237 -0.007 1.539
H 1.044 -0.310 0.611
H -0.965 -1.756 0.860
H -1.509 -1.284 -0.708
H 1.237 -2.302 -0.384
H -0.090 -3.274 -0.843
H -0.616 1.582 -1.217
H 0.127 0.203 -1.873
H 1.260 1.409 -1.094
*
```



Arrangement ii

The following is a quantum chemistry calculation of a cluster of 2 separate species, C5H12NO in total, from OMol25.

The molar mass is 102.16 g/mol. The calculation puts the HOMO-LUMO gap (spin up / spin down) at 4.3885 / 6.6888 eV.

The geometry in ORCA input format:
```
! wB97M-V def2-TZVPD RIJCOSX def2/J DEFGRID3
* xyz -2 2
C 3.217 -0.429 0.595
N 3.074 -0.407 -0.778
C 0.026 -0.397 1.515
C -0.102 -0.363 -0.076
C -0.892 0.771 -0.696
C -2.378 0.382 -0.943
O -3.120 0.422 0.135
H 4.145 -0.174 1.148
H 3.430 0.637 -0.389
H 2.521 -1.036 1.181
H -0.336 0.934 -1.703
H -0.845 -0.004 2.052
H 0.820 0.320 1.858
H 0.269 -1.391 1.854
H -0.702 -1.192 -0.279
H 0.841 -0.379 -0.365
H -0.928 1.658 -0.086
H -2.287 -0.662 -1.399
H -2.717 0.972 -1.880
*
```



Energy ordering: arrangement i at the bottom, the next structure 0.692 eV above.



Arrangement i

The following is a quantum chemistry calculation of a cluster of 2 separate species, C4H11NO2 in total, from OMol25.

The molar mass is 105.14 g/mol. The calculation puts the HOMO-LUMO gap (spin up / spin down) at 9.4221 / 4.4525 eV.

The geometry in ORCA input format:
```
! wB97M-V def2-TZVPD RIJCOSX def2/J DEFGRID3
* xyz 1 2
C -1.345 0.589 1.135
N -0.988 -0.651 0.666
C -1.718 -1.009 -1.598
C -0.614 -1.347 -0.575
C 0.784 -0.712 -1.051
O -0.947 1.652 0.735
H -2.204 0.516 1.810
H -1.205 -1.407 1.318
H -1.882 0.076 -1.595
H -1.563 -1.451 -2.582
H -2.639 -1.410 -1.182
H -0.462 -2.404 -0.361
H 0.965 0.248 -0.555
H 0.746 -0.640 -2.133
H 1.506 -1.363 -0.562
H 3.565 3.800 2.323
H 3.755 2.355 2.140
O 4.249 3.158 2.069
*
```



Arrangement ii

The following is a quantum chemistry calculation of a cluster of 2 separate species, C4H11NO2 in total, from OMol25.

The molar mass is 105.14 g/mol. The calculation puts the HOMO-LUMO gap (spin up / spin down) at 12.8203 / 7.6325 eV.

The geometry in ORCA input format:
```
! wB97M-V def2-TZVPD RIJCOSX def2/J DEFGRID3
* xyz 1 2
O -0.434 1.624 -1.045
C 0.621 2.183 -0.642
O 1.319 1.924 0.336
H 0.966 3.022 -1.285
C -0.679 -0.983 0.886
C 0.015 -1.691 -0.271
C -0.970 -2.179 -1.317
N 0.288 -0.175 1.704
H -1.434 -0.269 0.547
H -1.179 -1.692 1.545
H 0.552 -2.549 0.146
H 0.763 -1.013 -0.699
H -1.737 -2.764 -0.803
H -1.464 -1.352 -1.823
H -0.506 -2.815 -2.065
H 1.007 -0.720 2.165
H 0.725 0.607 1.101
H -0.226 0.315 2.436
*
```



Arrangement iii

The following is a quantum chemistry calculation of a cluster of 3 separate species, C4H11NO2 in total, from OMol25.

The molar mass is 105.14 g/mol. The calculation puts the HOMO-LUMO gap (spin up / spin down) at 8.4646 / 5.6417 eV.

The geometry in ORCA input format:
```
! wB97M-V def2-TZVPD RIJCOSX def2/J DEFGRID3
* xyz 1 2
C 1.362 0.482 -0.517
C 1.230 -0.262 0.761
C 1.443 -1.597 0.808
N 1.229 -2.452 1.883
C 1.595 -2.396 3.104
H 0.525 0.287 -1.201
H 2.275 0.066 -0.978
H 1.446 1.551 -0.348
H 1.217 0.410 1.619
H 1.475 -2.363 0.037
H 2.411 -1.771 3.456
H 0.997 -3.009 3.772
H -4.689 -0.372 -2.945
H -3.229 -0.407 -3.316
O -3.995 -0.992 -3.221
H -1.724 4.654 -0.821
H -1.210 6.169 -0.879
O -1.246 5.322 -1.309
*
```



Arrangement iv

The following is a quantum chemistry calculation of the ion C4H11NO2 with charge +1, from OMol25.

The molar mass is 105.14 g/mol. The calculation puts the HOMO-LUMO gap (spin up / spin down) at 10.7230 / 5.3463 eV.

The geometry in ORCA input format:
```
! wB97M-V def2-TZVPD RIJCOSX def2/J DEFGRID3
* xyz 1 2
C 0.518 -1.838 0.142
O -0.080 -2.610 1.142
C -0.219 -0.440 0.082
C 0.685 0.669 -0.464
C 0.674 1.948 0.323
O 0.038 3.022 -0.411
N -1.428 -0.595 -0.673
H 1.551 -1.675 0.463
H 0.522 -2.380 -0.807
H -0.431 -3.478 0.858
H -0.609 -0.295 1.095
H 0.346 0.962 -1.465
H 1.684 0.269 -0.644
H 1.583 2.434 0.651
H 0.001 1.839 1.187
H -2.109 -1.228 -0.254
H -0.878 2.814 -0.614
H -1.248 -0.778 -1.669
*
```



Energy ordering: arrangement ii at the bottom, the next structure 1.457 eV above.



Arrangement i

The following is a quantum chemistry calculation of a structure of composition C3H7FS, from OMol25.

The molar mass is 94.15 g/mol. The calculation puts the HOMO-LUMO gap at 9.7921 eV.

The geometry in ORCA input format:
```
! wB97M-V def2-TZVPD RIJCOSX def2/J DEFGRID3
* xyz 0 1
C -1.857 -0.042 -0.320
C 0.543 -0.164 0.900
C 1.664 0.066 -0.124
H -2.758 -0.421 -0.761
H -2.470 0.654 0.399
H -1.146 0.783 -1.160
H 1.006 -0.294 1.895
H -0.240 0.840 0.761
H 2.514 0.867 -0.174
H 1.003 0.175 -1.207
F 2.383 -1.046 -0.303
S -0.642 -1.418 0.096
*
```



Arrangement ii

The following is a quantum chemistry calculation of a cluster of 2 separate species, C3H7FS in total, from OMol25.

The molar mass is 94.15 g/mol. The calculation puts the HOMO-LUMO gap at 9.4139 eV. Its SMILES is C=CC.FS.

The geometry in ORCA input format:
```
! wB97M-V def2-TZVPD RIJCOSX def2/J DEFGRID3
* xyz 0 1
C -0.722 -1.058 0.852
C -0.726 -0.485 -0.300
C -1.198 0.938 -0.492
H -0.382 -2.035 0.982
H -1.115 -0.833 1.843
H -0.147 -0.890 -1.061
H -1.625 1.157 -1.439
H -1.819 1.360 0.427
H -0.441 1.618 -0.456
F 2.422 0.394 1.110
S 2.246 -0.122 -0.516
H 3.507 -0.042 -0.948
*
```



Energy ordering: arrangement ii at the bottom, the next structure 0.629 eV above.